DFT (ωB97M-V/def2-TZVPD) results for the ion C5H13NS with charge +1 in a non-equilibrium geometry.

Positions of all 20 atoms, in Å:
C  2.214  -1.090  1.047
C  1.111  -1.119  -0.027
C  0.291  0.191  0.094
C  -1.157  0.107  -0.342
S  -2.152  1.432  0.384
C  -2.095  2.728  -0.909
N  0.198  -2.261  0.147
H  2.678  -0.105  1.147
H  1.857  -1.420  2.018
H  3.039  -1.702  0.677
H  1.507  -1.262  -1.029
H  0.774  0.993  -0.465
H  0.335  0.421  1.164
H  -1.240  0.282  -1.418
H  -1.611  -0.881  -0.211
H  -3.089  3.171  -0.918
H  -1.375  3.491  -0.605
H  -1.810  2.356  -1.888
H  -0.177  -2.206  1.093
H  0.702  -3.125  0.041

Summary:
Charge ... +1
Gap between HOMO and LUMO (spin up / spin down) ... 9.994 / 4.909 eV
Energy ... -17712.621 eV
2S+1 ... 2
Energy relative to the best compared isomer or geometry (same formula, charge and spin) ... 16.8 kJ/mol

natural (NBO) population analysis, charges in e, atoms 1 to 5:
1. C -0.632
2. C -0.040
3. C -0.426
4. C -0.585
5. S 0.845